[1]
{
  "formula": "C30H45CeClO2P2",
  "method": "ωB97M-V/def2-TZVPD",
  "lumo_ev": [-7.43, -7.41],
  "total_charge": 2,
  "homo_ev": [-13.411, -13.409],
  "mol_weight_g_mol": 675.21,
  "orbital_gap_ev": [5.985, 6.002],
  "species": ["Ce", "C", "C", "C", "C", "C", "C", "H", "H", "H", "C", "H", "H", "H", "C", "H", "H", "H", "C", "H", "H", "H", "C", "H", "H", "H", "C", "C", "C", "C", "C", "C", "C", "C", "H", "H", "H", "H", "H", "H", "H", "H", "H", "H", "H", "H", "P", "C", "C", "P", "C", "C", "C", "H", "H", "H", "H", "H", "H", "H", "H", "H", "H", "H", "H", "H", "H", "Cl", "C", "C", "C", "C", "C", "C", "C", "O", "O", "H", "H", "H", "H"],
  "positions_angstrom": [[-0.103, -0.192, 0.974], [-0.970, -2.479, 2.487], [0.336, -2.715, 1.930], [0.553, -1.237, 3.704], [-0.820, -1.583, 3.587], [1.277, -1.917, 2.673], [-2.229, -3.168, 2.102], [-2.199, -3.517, 1.065], [-3.093, -2.496, 2.207], [-2.421, -4.049, 2.734], [-1.886, -1.154, 4.526], [-2.804, -1.722, 4.360], [-2.125, -0.089, 4.407], [-1.583, -1.310, 5.569], [1.134, -0.453, 4.819], [0.976, -0.967, 5.781], [0.673, 0.542, 4.913], [2.212, -0.309, 4.698], [2.759, -1.955, 2.542], [3.205, -2.643, 3.284], [3.208, -0.962, 2.705], [3.071, -2.302, 1.549], [0.679, -3.752, 0.920], [0.977, -4.698, 1.405], [1.515, -3.438, 0.277], [-0.180, -3.983, 0.275], [-1.518, 0.976, -4.211], [-1.727, -0.356, -4.221], [-1.123, -1.329, -5.185], [0.376, -1.112, -5.512], [1.193, -0.649, -4.353], [1.470, 0.634, -4.048], [0.854, 1.836, -4.679], [-0.612, 1.686, -5.168], [-1.683, -1.302, -6.135], [0.464, -0.409, -6.351], [-1.255, -2.349, -4.798], [-0.618, 1.206, -6.157], [-2.139, 1.657, -3.620], [-2.570, -0.782, -3.671], [-1.006, 2.706, -5.315], [0.903, 2.673, -3.962], [2.332, 0.852, -3.418], [1.469, 2.155, -5.544], [0.780, -2.081, -5.850], [1.672, -1.463, -3.817], [-1.736, -0.910, -1.054], [-3.204, 0.097, -1.440], [-1.665, -2.486, -1.930], [1.793, -0.201, -0.957], [-0.166, 0.019, -1.635], [2.934, -1.315, -1.790], [2.499, 1.473, -1.043], [-3.297, 0.878, -0.665], [-4.087, -0.557, -1.378], [-3.166, 0.581, -2.421], [-1.159, -2.366, -2.892], [-2.686, -2.855, -2.078], [-1.113, -3.207, -1.316], [2.278, 1.997, -1.973], [3.589, 1.385, -0.930], [2.119, 2.087, -0.214], [-0.351, 1.098, -1.745], [-0.028, -0.391, -2.634], [3.762, -1.503, -1.090], [3.331, -0.877, -2.712], [2.443, -2.274, -2.009], [-0.059, 7.140, 5.789], [-0.084, 5.693, 4.881], [-1.265, 4.933, 4.825], [-1.282, 3.740, 4.088], [-0.129, 3.343, 3.400], [1.063, 4.058, 3.515], [1.086, 5.256, 4.235], [-0.168, 2.118, 2.564], [-1.255, 1.483, 2.321], [0.934, 1.676, 2.051], [-2.151, 5.270, 5.354], [-2.163, 3.108, 4.046], [1.966, 3.667, 3.046], [1.997, 5.845, 4.312]],
  "atomic_forces_ev_per_a": [[0.12, -0.63, 5.61], [0.86, 0.60, -0.28], [-0.20, 1.06, 0.29], [-0.16, -0.26, -0.95], [0.35, 0.12, -0.83], [-0.88, 0.07, -0.27], [-0.61, -0.19, -0.07], [-0.04, 0.01, 0.15], [0.17, -0.25, -0.04], [0.09, 0.26, -0.14], [-0.38, 0.19, 0.17], [0.08, 0.09, 0.06], [0.06, -0.15, 0.07], [-0.01, 0.04, -0.23], [0.25, 0.49, 0.33], [0.01, 0.10, -0.30], [0.07, -0.23, 0.01], [-0.21, -0.01, 0.03], [0.60, 0.10, -0.01], [-0.15, 0.24, -0.25], [-0.11, -0.32, -0.02], [-0.04, 0.01, 0.21], [0.10, -0.34, -0.38], [-0.08, 0.32, -0.18], [-0.14, -0.15, 0.14], [0.25, -0.05, 0.21], [-0.64, -0.84, -0.61], [-0.95, 1.16, -0.80], [0.33, -0.33, -0.30], [-0.54, -0.22, -0.42], [0.77, 0.80, -0.36], [0.55, -1.23, -1.12], [-0.12, 0.56, -0.34], [0.41, 0.48, -0.27], [0.04, -0.03, 0.30], [0.13, -0.32, 0.28], [-0.02, 0.20, -0.19], [-0.14, 0.17, 0.39], [0.21, -0.41, 0.14], [0.33, 0.28, -0.03], [0.16, -0.40, -0.05], [0.01, -0.19, -0.18], [-0.45, -0.23, 0.04], [-0.17, -0.06, 0.38], [-0.09, 0.45, 0.01], [0.15, 0.23, -0.07], [0.19, 0.12, 0.24], [-0.03, 0.42, -0.04], [0.10, -0.19, -0.14], [-0.82, 0.41, 0.73], [0.90, -0.54, 0.15], [-0.10, -0.37, -0.67], [-0.16, 0.44, 0.09], [0.00, -0.35, -0.24], [0.27, 0.14, 0.03], [-0.14, -0.23, 0.39], [-0.24, -0.19, 0.24], [0.18, -0.01, -0.04], [-0.20, 0.16, -0.17], [0.08, -0.07, 0.15], [-0.25, -0.06, 0.00], [0.11, -0.22, -0.07], [0.12, -0.19, -0.04], [-0.03, 0.41, 0.16], [-0.31, 0.16, -0.02], [-0.02, -0.21, 0.21], [0.26, 0.23, 0.10], [0.00, 0.15, 0.04], [0.02, -0.84, -0.45], [0.24, -0.48, -0.32], [0.29, 0.79, 0.19], [-0.33, -0.72, -0.02], [0.09, 0.64, 0.23], [-0.28, -0.39, -0.05], [0.28, 0.38, 0.31], [0.74, -0.33, -0.53], [-0.68, -0.55, -0.57], [0.17, -0.05, -0.05], [0.00, 0.24, -0.03], [-0.24, 0.25, 0.06], [-0.21, -0.15, 0.02]]
}

---

[2]
{
  "formula": "C30H45Cl2N2PRu",
  "method": "ωB97M-V/def2-TZVPD",
  "s_squared": 6.03,
  "lumo_ev": [-0.29, -1.13],
  "homo_ev": [-5.837, -5.980],
  "mol_weight_g_mol": 636.65,
  "spin_multiplicity": 5,
  "orbital_gap_ev": [5.552, 4.850],
  "species": ["P", "C", "C", "C", "C", "C", "C", "C", "C", "C", "C", "C", "C", "C", "C", "C", "C", "C", "C", "H", "H", "H", "H", "H", "H", "H", "H", "H", "H", "H", "H", "H", "H", "H", "H", "H", "H", "H", "H", "H", "H", "H", "H", "H", "H", "H", "H", "H", "H", "H", "H", "H", "Ru", "Cl", "Cl", "C", "H", "C", "C", "C", "C", "C", "C", "H", "H", "H", "H", "H", "N", "C", "C", "C", "C", "C", "N", "H", "H", "H", "H", "H", "H"],
  "positions_angstrom": [[-0.321, 0.997, -1.410], [-1.970, 0.354, -1.888], [-2.616, 1.077, -3.074], [-4.058, 0.567, -3.258], [-4.172, -0.964, -3.331], [-3.434, -1.674, -2.192], [-1.989, -1.181, -2.054], [1.113, 0.279, -2.293], [1.112, 0.510, -3.806], [2.458, 0.023, -4.375], [2.827, -1.415, -3.973], [2.655, -1.714, -2.479], [1.317, -1.214, -1.926], [-0.246, 2.813, -1.238], [-1.362, 3.277, -0.277], [-1.308, 4.794, -0.039], [0.075, 5.332, 0.358], [1.236, 4.750, -0.466], [1.145, 3.238, -0.720], [-2.569, 0.583, -0.979], [-2.029, 0.899, -3.988], [-2.624, 2.166, -2.904], [-4.499, 1.015, -4.155], [-4.661, 0.916, -2.409], [-5.229, -1.258, -3.317], [-3.756, -1.303, -4.289], [-3.953, -1.492, -1.242], [-3.434, -2.758, -2.351], [-1.510, -1.660, -1.186], [-1.422, -1.459, -2.957], [1.971, 0.840, -1.868], [3.249, 0.693, -4.011], [0.973, 1.578, -4.032], [0.272, -0.030, -4.271], [2.456, 0.111, -5.467], [3.868, -1.613, -4.260], [2.212, -2.117, -4.550], [2.732, -2.794, -2.297], [3.464, -1.241, -1.907], [1.268, -1.337, -0.831], [0.501, -1.805, -2.365], [-0.421, 3.196, -2.264], [-2.351, 3.007, -0.676], [-1.249, 2.737, 0.678], [-1.638, 5.294, -0.960], [-2.043, 5.051, 0.731], [0.250, 5.127, 1.426], [0.075, 6.422, 0.237], [2.186, 4.961, 0.037], [1.287, 5.261, -1.437], [1.929, 2.943, -1.433], [1.340, 2.689, 0.216], [-0.012, -0.994, 3.168], [1.526, 0.140, 1.862], [-1.822, 0.245, 2.656], [-0.465, -2.329, 1.965], [-1.425, -2.282, 1.420], [0.307, -3.543, 1.693], [1.713, -3.509, 1.778], [2.438, -4.695, 1.667], [1.772, -5.907, 1.457], [0.376, -5.930, 1.311], [-0.353, -4.759, 1.394], [2.216, -2.549, 1.918], [3.527, -4.682, 1.746], [-0.137, -6.877, 1.125], [-1.436, -4.748, 1.256], [2.334, -6.842, 1.415], [-0.230, -1.562, 5.224], [0.388, -0.364, 5.815], [0.859, -0.183, 7.097], [1.442, 1.063, 7.363], [1.535, 2.024, 6.348], [1.098, 1.708, 5.064], [0.516, 0.509, 4.843], [-1.213, -1.665, 5.520], [0.240, -2.422, 5.515], [0.744, -0.995, 7.817], [1.842, 1.293, 8.351], [1.957, 3.015, 6.536], [1.160, 2.368, 4.202]],
  "atomic_forces_ev_per_a": [[0.59, -1.77, 3.32], [-0.09, 0.68, -0.38], [-0.52, -0.50, -0.07], [-0.11, 0.12, 0.01], [0.17, 0.06, -0.07], [0.11, 0.14, 0.05], [-0.07, 0.29, -0.02], [-0.26, 0.45, -0.51], [0.65, -0.40, -0.07], [0.04, 0.03, -0.14], [-0.14, -0.05, -0.07], [-0.09, 0.11, 0.14], [-0.05, 0.30, -0.14], [-0.24, 0.19, -1.26], [0.29, -0.01, -0.02], [-0.06, -0.06, -0.31], [0.01, -0.22, 0.14], [-0.08, -0.06, -0.32], [-0.27, -0.06, 0.13], [0.21, -0.10, -0.40], [-0.08, -0.01, 0.16], [0.01, -0.29, -0.06], [-0.03, -0.06, 0.06], [0.08, 0.02, -0.04], [0.14, 0.07, -0.09], [-0.03, -0.01, 0.06], [0.01, 0.01, -0.08], [-0.07, 0.10, -0.01], [-0.04, 0.17, -0.27], [-0.15, 0.05, 0.21], [-0.33, -0.24, -0.08], [-0.11, 0.02, 0.00], [0.03, -0.25, 0.05], [0.17, 0.04, 0.10], [0.08, -0.04, 0.07], [-0.16, 0.02, -0.03], [-0.04, 0.05, 0.05], [0.09, 0.15, -0.07], [-0.04, 0.00, -0.08], [0.00, 0.06, -0.38], [0.24, 0.09, 0.12], [0.09, 0.68, 0.49], [0.24, 0.06, 0.11], [0.05, 0.05, -0.24], [0.07, -0.02, 0.07], [0.07, 0.07, -0.05], [-0.04, -0.02, -0.21], [0.02, -0.14, 0.17], [-0.08, 0.05, -0.04], [-0.09, -0.03, 0.10], [-0.20, 0.10, 0.19], [-0.08, 0.04, -0.20], [1.07, 3.52, -0.44], [0.51, -0.37, -0.19], [-1.13, 0.52, -0.05], [-0.83, -3.38, -2.01], [0.38, 0.20, 0.50], [-0.27, 1.21, 0.29], [0.26, -0.55, 0.14], [-0.16, -0.03, -0.02], [0.04, -0.07, 0.09], [0.16, -0.08, -0.13], [0.17, 0.20, 0.01], [-0.14, -0.33, -0.03], [-0.32, 0.01, -0.04], [0.18, 0.28, 0.03], [0.28, -0.07, 0.13], [-0.14, 0.29, -0.05], [-0.35, -1.30, 2.27], [-0.11, -0.50, -0.69], [-0.07, 0.09, 0.21], [-0.04, -0.07, -0.18], [0.03, 0.04, -0.17], [-0.64, -0.94, 0.41], [0.75, 1.31, -0.03], [0.49, 0.15, -0.25], [-0.08, 0.20, 0.07], [0.18, 0.44, 0.02], [-0.18, -0.12, -0.21], [-0.07, -0.44, 0.03], [0.09, -0.12, 0.21]]
}